DFT (ωB97M-V with the def2-TZVPD basis set) results for a cluster of 2 separate species, C12H21BF3N2O9S2 in total.

XYZ file:
```
50
C12H21BF3N2O9S2, DFT ωB97M-V with the def2-TZVPD basis set
N 2.64224 0.76643 2.92353
C 3.52230 -0.04390 2.04857
C 2.66691 -1.31778 1.57897
C 2.10539 -1.15419 0.10404
C 0.54346 -0.98439 0.03907
C 0.06678 0.51141 0.04499
C -1.50192 0.51980 -0.00034
S -1.94224 0.45071 -1.83734
O -2.15794 -0.52281 0.67443
B -3.25803 0.07369 1.43621
O -4.38351 0.14495 0.41308
C -3.96932 -0.82105 2.63006
O -4.30897 -2.11616 2.04708
C -5.60832 -2.41676 2.16828
F -6.02101 -2.46588 3.48105
F -6.46165 -1.57524 1.52270
F -5.77940 -3.64893 1.58585
O -2.95178 1.48611 1.70232
C -2.26890 1.84713 0.50167
N -1.42118 3.07066 0.75763
C -1.48535 3.27111 1.97518
O -1.16868 3.37651 3.07041
H 3.02024 0.88088 3.85825
H 2.37998 1.65040 2.49894
H 3.81946 0.50529 1.12270
H 4.44125 -0.41735 2.55994
H 1.86302 -1.44889 2.33783
H 3.36558 -2.18985 1.60456
H 2.65870 -0.35218 -0.44896
H 2.33697 -2.12573 -0.41275
H 0.19734 -1.41131 -0.94064
H 0.09834 -1.60370 0.84879
H 0.43064 0.97388 -0.90628
H 0.50163 1.10838 0.88700
H -1.94057 1.75079 -2.26383
H -5.02589 0.74387 0.82660
H -3.20618 -0.95258 3.44705
H -4.83430 -0.26971 3.06335
H -2.98658 2.18241 -0.28060
C 3.50604 0.50016 -5.32370
C 4.38299 0.39068 -4.09027
O 3.48230 0.49514 -2.98899
S 2.05786 -0.15463 -3.40168
O 2.01535 -1.48620 -2.91335
O 1.03990 0.79450 -3.13734
O 2.31354 -0.21308 -4.99946
H 3.23729 1.54010 -5.52706
H 3.97825 0.06953 -6.20540
H 5.13696 1.17436 -4.04459
H 4.87101 -0.58658 -4.03754
```

Results
HOMO = -4.94 eV
calculated total energy = -64693.9066 eV
net charge = -1

=====

DFT (ωB97M-V with the def2-TZVPD basis set) results for a cluster of 2 separate species, C12H21BNO2S in total.

XYZ file:
```
38
C12H21BNO2S, DFT ωB97M-V with the def2-TZVPD basis set
C 2.23287 -0.34062 -0.64021
C 1.76942 1.01326 -1.20284
C 1.52927 2.03440 -0.09535
C 0.68199 3.27398 -0.46199
C -0.11608 3.19600 -1.77349
B -1.44160 2.24948 -1.69337
O -1.57432 1.56292 -0.37642
C -2.05108 0.27252 -0.57203
C -1.99590 -0.00691 -2.09828
S -1.09296 -1.56497 -2.47060
O -1.33864 1.07743 -2.65184
H 3.31834 -0.42553 -0.59929
H 1.80956 -0.50498 0.34667
H 1.86126 -1.15050 -1.26600
H 0.86519 0.84443 -1.77768
H 2.54676 1.40557 -1.85750
H 2.51177 2.38372 0.23874
H 1.08398 1.54372 0.76683
H -0.04429 3.41336 0.33804
H 1.29315 4.17960 -0.45992
H -0.45002 4.21378 -1.99361
H 0.53336 2.91057 -2.60246
H -2.50570 2.83200 -1.99499
H -3.06604 0.10540 -0.18241
H -1.37904 -0.40198 -0.03440
H -2.98225 -0.04082 -2.56800
H -0.23091 -1.08010 -3.36630
N -0.14468 -1.79867 1.77333
C -0.14888 -3.06480 1.37217
C -0.16162 -4.14686 2.24171
C -0.16955 -3.89530 3.60412
C -0.16755 -2.57877 4.03719
C -0.15550 -1.57110 3.08295
H -0.14410 -3.21025 0.29579
H -0.16876 -5.15776 1.85705
H -0.17971 -4.71087 4.31687
H -0.17431 -2.33498 5.09120
H -0.15343 -0.52638 3.37630
```

Results
HOMO = -3.98 eV
calculated total energy = -29883.4227 eV
net charge = -1

=====

> Look up the calculated total energy of the second one.

-29883.4227 eV

=====

> Look up the HOMO of the second one.

-3.98 eV

=====

> Number 1 is which compound?

C12H21BF3N2O9S2

=====

> Which value of net charge does entry 2 give?

-1